# 1
The following is a DFT calculation (ωB97M-V with the def2-TZVPD basis set) of a cluster of 2 separate species, C7H14N2O3 in total at a distorted geometry.

Structure (ORCA input):
```
! wB97M-V def2-TZVPD RIJCOSX def2/J DEFGRID3
* xyz 0 1
C -0.68 1.01 0.79
C -1.04 0.44 -0.57
C -0.07 -0.81 -0.75
C 1.86 -1.56 0.74
C 2.46 -0.66 1.87
C 1.49 0.43 2.16
C 0.83 0.68 0.78
H -1.43 -0.52 1.88
H -0.78 2.13 0.92
H -2.09 0.13 -0.56
H -1.40 1.02 -2.42
H 2.67 -1.82 0.08
H 1.37 -2.50 1.04
H 3.36 -0.18 1.43
H 2.79 -1.27 2.74
H 0.76 0.15 2.83
H 1.97 1.30 2.55
H 1.44 1.44 0.28
H -3.05 1.25 -3.89
H -2.76 -0.27 -4.22
H -3.44 0.07 -2.87
N 0.90 -0.65 0.14
N -2.63 0.39 -3.44
O -1.59 0.37 1.70
O -0.73 1.22 -1.69
O -0.21 -1.79 -1.50
*
```

The energy above the lowest of the compared OMol25 structures with the same formula, charge and spin is 1.712 eV. Its structure (SMILES) is O=C1[C@H](O)[C@@H](O)[C@H]2CCCN12.N. Its LUMO energy is 0.76 eV. For the HOMO energy, the calculation gives -8.664 eV. The total energy comes out at -16608.268 eV.


# 2
The following is a DFT calculation (ωB97M-V with the def2-TZVPD basis set) of the molecule C7H14N2O4 at a distorted geometry.

Structure (ORCA input):
```
! wB97M-V def2-TZVPD RIJCOSX def2/J DEFGRID3
* xyz 0 1
C -1.65 -1.95 -0.42
C 2.15 0.81 -0.12
C 1.04 0.00 -0.81
C 0.13 -2.00 1.07
C -2.45 1.72 0.12
C -2.42 0.27 0.43
C -1.40 -0.48 -0.44
N -0.09 -0.07 0.05
N 3.44 0.08 -0.26
O -2.55 -2.46 -0.96
O -0.78 -2.69 0.25
O 1.42 -1.22 -1.37
O 1.42 -2.26 0.94
H 2.23 1.85 -0.63
H 1.93 0.87 0.92
H 0.70 0.68 -1.60
H -0.10 -1.69 2.06
H -3.11 2.41 0.59
H -1.49 2.13 0.20
H -2.47 1.86 -1.05
H -2.26 0.01 1.49
H -3.43 -0.23 0.31
H -1.55 -0.23 -1.43
H 4.24 0.66 -0.01
H 3.39 -0.75 0.27
H 2.22 -1.06 -2.00
H 1.61 -2.21 -0.05
*
```

The energy above the lowest of the compared OMol25 structures with the same formula, charge and spin is 3.708 eV. Its LUMO energy is 0.46 eV. For the HOMO energy, the calculation gives -8.775 eV. The total energy comes out at -18653.204 eV.


# 3
The following is a DFT calculation (ωB97M-V with the def2-TZVPD basis set) of a cluster of 2 separate species, C7H14N2O5 in total at a distorted geometry.

Structure (ORCA input):
```
! wB97M-V def2-TZVPD RIJCOSX def2/J DEFGRID3
* xyz 2 3
C 0.75 -0.71 -0.25
C 1.61 -0.64 -1.38
C 1.00 -0.87 -2.80
C 0.15 0.38 -3.45
C 1.11 1.62 -3.61
C 3.92 -0.93 -0.49
C -7.56 2.11 4.94
N 0.23 -0.40 0.73
N 2.75 -1.55 -1.18
O -0.37 -0.25 1.70
O 1.99 1.83 -2.82
O 2.09 -1.16 -3.62
O -0.82 0.76 -2.52
O -7.71 3.29 5.36
H 2.03 0.38 -1.48
H 0.28 -1.79 -2.91
H -0.06 0.03 -4.36
H 0.73 2.34 -4.42
H 4.57 -0.40 -1.10
H 3.50 -0.18 0.17
H 4.49 -1.69 0.07
H -7.27 1.34 5.71
H -7.23 1.86 3.88
H 2.53 -2.29 -0.49
H 3.03 -1.79 -2.19
H 1.91 -1.08 -4.54
H -1.59 1.06 -3.03
H -7.74 4.06 4.72
*
```

Its LUMO energy (spin up / spin down) is -8.95 / -8.95 eV. For the HOMO energy (spin up / spin down), the calculation gives -11.284 / -15.048 eV. The total energy comes out at -20677.475 eV.


# 4
The following is a DFT calculation (ωB97M-V with the def2-TZVPD basis set) of the molecule C7H14N2S2 at a distorted geometry.

Structure (ORCA input):
```
! wB97M-V def2-TZVPD RIJCOSX def2/J DEFGRID3
* xyz 0 1
C -3.94 0.26 0.84
C -2.92 0.81 -0.14
C -1.55 -1.13 -0.44
C 1.20 -0.63 -0.08
C 1.72 1.68 -0.55
C 1.98 2.44 0.74
C -0.61 1.00 -0.70
H -4.29 -0.77 0.60
H -4.80 0.94 0.82
H -3.49 0.23 1.86
H -3.27 0.71 -1.20
H -2.83 1.88 0.02
H -2.34 -1.71 0.02
H -1.70 -1.12 -1.53
H 2.68 1.29 -0.93
H 1.34 2.34 -1.32
H 2.73 3.21 0.56
H 1.08 2.91 1.12
H 2.35 1.76 1.52
H -0.72 2.08 -0.44
H -0.80 0.97 -1.79
N -1.59 0.25 0.03
N 0.77 0.60 -0.42
S 0.02 -1.95 0.03
S 2.77 -1.01 0.31
*
```

The energy above the lowest of the compared OMol25 structures with the same formula, charge and spin is 0.440 eV. Its structure (SMILES) is CCN1CSC(=S)N(CC)C1. Its LUMO energy is 0.67 eV. For the HOMO energy, the calculation gives -8.174 eV. The total energy comes out at -32136.478 eV.


# 5
The following is a DFT calculation (ωB97M-V with the def2-TZVPD basis set) of a cluster of 2 separate species, C7H14N3 in total at a distorted geometry.

Structure (ORCA input):
```
! wB97M-V def2-TZVPD RIJCOSX def2/J DEFGRID3
* xyz 1 1
C 1.82 1.57 -0.48
C 0.45 1.06 -0.81
C -2.48 0.31 0.13
C -2.05 -1.06 0.00
C -1.24 -0.05 0.94
C 0.04 0.49 0.53
C 1.36 0.09 2.62
N 2.17 1.24 0.74
N 1.09 0.63 1.26
N 0.76 -1.27 -2.54
H 2.44 2.25 -1.14
H -0.25 1.75 -1.43
H 0.52 0.03 -1.42
H -2.27 0.90 -0.78
H -3.38 0.60 0.71
H -2.56 -1.73 0.54
H -1.66 -1.53 -0.88
H -1.35 -0.30 2.00
H 2.14 -0.72 2.50
H 1.58 0.93 3.27
H 0.38 -0.53 2.77
H 0.70 -1.02 -3.52
H 0.11 -2.11 -2.50
H 1.69 -1.53 -2.51
*
```

The energy above the lowest of the compared OMol25 structures with the same formula, charge and spin is 3.611 eV. Its LUMO energy is -3.57 eV. For the HOMO energy, the calculation gives -13.606 eV. The total energy comes out at -11947.308 eV.


# 6
The following is a DFT calculation (ωB97M-V with the def2-TZVPD basis set) of a cluster of 2 separate species, C7H14N3 in total at a distorted geometry.

Structure (ORCA input):
```
! wB97M-V def2-TZVPD RIJCOSX def2/J DEFGRID3
* xyz 1 1
C -2.25 1.75 0.30
C -0.99 1.31 0.01
C -2.18 -0.41 0.57
C 3.96 -0.96 -1.39
C -4.37 0.66 1.04
C 3.41 -0.43 -0.06
C 1.94 -0.54 0.09
N -2.98 0.65 0.65
N -0.96 -0.04 0.20
N 1.12 -1.17 -0.62
H -2.67 2.73 0.28
H -0.14 1.86 -0.32
H -2.47 -1.42 0.79
H 5.03 -0.79 -1.43
H 3.50 -0.44 -2.22
H 3.78 -2.03 -1.49
H -4.95 1.18 0.28
H -4.73 -0.36 1.14
H -4.49 1.18 1.99
H 3.87 -0.98 0.77
H 3.69 0.61 0.08
H 1.54 0.00 0.95
H 1.49 -1.68 -1.42
H -0.15 -0.70 -0.19
*
```

The energy above the lowest of the compared OMol25 structures with the same formula, charge and spin is 0.528 eV. Its LUMO energy is -2.26 eV. For the HOMO energy, the calculation gives -13.569 eV. The total energy comes out at -11950.392 eV.


# 7
The following is a DFT calculation (ωB97M-V with the def2-TZVPD basis set) of the ion C7H14N3 with charge +1 at a distorted geometry.

Structure (ORCA input):
```
! wB97M-V def2-TZVPD RIJCOSX def2/J DEFGRID3
* xyz 1 1
C -1.82 -0.52 -0.14
C -1.32 1.57 0.88
C -0.77 2.36 1.73
C 2.79 -1.03 0.74
C 1.79 -1.42 -1.57
C -3.03 1.52 -0.72
C 1.59 -1.53 -0.05
N -0.74 -1.17 -0.05
N -2.01 0.87 0.10
N 0.41 -0.76 0.33
H -2.70 -1.03 -0.49
H 0.16 2.87 1.57
H -1.23 2.53 2.70
H 3.00 0.01 0.51
H 2.63 -1.14 1.80
H 3.67 -1.61 0.47
H 1.89 -0.37 -1.86
H 0.93 -1.85 -2.09
H 2.68 -1.95 -1.87
H -3.12 2.57 -0.45
H -2.75 1.44 -1.77
H -3.98 1.02 -0.56
H 1.37 -2.57 0.21
H 0.58 0.22 0.59
*
```

The energy above the lowest of the compared OMol25 structures with the same formula, charge and spin is 4.113 eV. Its structure (SMILES) is C=C=[N+](C)/C=N\NC(C)C. Its LUMO energy (spin up / spin down) is -4.38 / -4.38 eV. For the HOMO energy (spin up / spin down), the calculation gives -12.781 / -12.780 eV. The total energy comes out at -11946.806 eV.


# 8
The following is a DFT calculation (ωB97M-V with the def2-TZVPD basis set) of the ion C7H14N3 with charge +1 at a distorted geometry.

Structure (ORCA input):
```
! wB97M-V def2-TZVPD RIJCOSX def2/J DEFGRID3
* xyz 1 1
C -0.99 -0.03 0.44
C 1.88 1.17 -0.74
C 2.09 -0.47 -0.61
C 1.40 1.46 0.71
C 0.38 -1.97 0.53
C 1.31 -0.81 0.70
C -3.28 0.07 -0.23
N 0.62 0.36 1.12
N -0.90 -1.32 0.28
N -2.06 0.67 0.27
H 2.92 1.41 -0.89
H 1.36 1.37 -1.65
H 1.74 -0.94 -1.57
H 3.11 -0.65 -0.46
H 2.30 1.55 1.41
H 0.97 2.51 0.84
H 0.75 -2.52 -0.37
H 0.32 -2.49 1.53
H 2.01 -1.07 1.52
H -3.74 -0.46 0.65
H -3.93 0.74 -0.78
H -3.06 -0.67 -1.03
H -1.69 -1.91 0.10
H -2.14 1.66 0.62
*
```

The energy above the lowest of the compared OMol25 structures with the same formula, charge and spin is 2.839 eV. Its structure (SMILES) is C/[NH+]=C1\NC[C@H]2CCCN12. Its LUMO energy is -2.72 eV. For the HOMO energy, the calculation gives -13.346 eV. The total energy comes out at -11948.080 eV.


# 9
The following is a DFT calculation (ωB97M-V with the def2-TZVPD basis set) of the ion C7H14N3O with charge +1 at a distorted geometry.

Structure (ORCA input):
```
! wB97M-V def2-TZVPD RIJCOSX def2/J DEFGRID3
* xyz 1 3
C 0.70 3.31 0.67
C -0.23 -2.15 -0.46
C -0.69 0.19 0.68
C -0.46 -0.66 -0.67
C 1.13 -2.52 0.20
C 3.15 3.79 0.96
C -1.61 -0.46 -1.60
N 2.03 3.75 1.01
N 0.48 0.97 1.09
N 1.75 -1.72 1.02
O 0.86 1.93 0.15
H -0.07 3.33 1.47
H 0.54 3.91 -0.20
H -0.97 -2.52 0.21
H -0.49 -2.66 -1.41
H -1.51 0.96 0.46
H -0.94 -0.51 1.60
H 0.40 -0.19 -1.29
H 1.53 -3.47 -0.16
H 4.22 4.04 1.09
H -2.49 -0.87 -1.15
H -1.50 -1.00 -2.52
H -1.58 0.57 -1.81
H 1.36 0.51 1.26
H 2.66 -2.02 1.34
*
```

The energy above the lowest of the compared OMol25 structures with the same formula, charge and spin is 4.788 eV. Its LUMO energy (spin up / spin down) is -2.31 / -7.55 eV. For the HOMO energy (spin up / spin down), the calculation gives -8.772 / -13.980 eV. The total energy comes out at -13988.665 eV.


# 10
The following is a DFT calculation (ωB97M-V with the def2-TZVPD basis set) of a structure of composition C7H14N3OPb at a distorted geometry.

Structure (ORCA input):
```
! wB97M-V def2-TZVPD RIJCOSX def2/J DEFGRID3
* xyz -1 1
C 3.02 -0.03 0.02
Pb 0.00 0.00 0.00
N 0.00 2.12 0.80
H 0.02 -1.47 -0.53
H 2.16 0.07 -0.66
H 3.75 -0.77 -0.34
H 2.68 -0.33 1.03
H 3.62 0.96 -0.15
H -0.62 2.24 1.61
H -0.28 2.83 0.11
H 0.93 2.41 1.12
N -6.60 -2.47 -1.70
C -6.06 -2.02 -0.54
O -6.75 -2.04 0.47
C -4.66 -1.50 -0.44
C -3.81 -1.41 -1.56
C -2.50 -0.95 -1.41
N -2.03 -0.58 -0.18
C -2.83 -0.64 0.91
C -4.15 -1.09 0.81
H -7.56 -2.83 -1.71
H -6.08 -2.50 -2.58
H -4.12 -1.70 -2.55
H -1.84 -0.91 -2.27
H -2.44 -0.35 1.88
H -4.76 -1.14 1.70
*
```

Its LUMO energy (spin up / spin down) is 3.25 / 3.22 eV. For the HOMO energy (spin up / spin down), the calculation gives -2.030 / -1.426 eV. The total energy comes out at -19246.687 eV.